No. 1
The following is a DFT calculation (ωB97M-V/def2-TZVPD) of the molecule C23H21Cl2N5O2.

Geometry as XYZ:
```
53
C23H21Cl2N5O2 | OMol25 | ωB97M-V/def2-TZVPD
N -2.875 -0.576 3.893
C -2.122 -0.008 3.204
C -1.154 0.750 2.393
C -1.151 2.119 3.004
C -2.398 2.749 3.195
N -3.458 3.236 3.353
C 0.056 2.914 3.168
O -0.011 4.134 3.336
C 1.348 2.174 3.103
Cl 2.774 3.088 3.299
C 1.392 0.818 2.928
Cl 2.849 -0.075 2.978
C 0.188 0.021 2.696
O 0.188 -1.202 2.758
C -1.851 -3.022 1.462
C -2.292 -2.363 0.177
C -2.489 -3.375 -0.919
N -1.253 -1.447 -0.360
N -0.474 -1.946 -1.307
N 0.344 -0.952 -1.653
C 1.436 -1.244 -2.617
C 0.820 -1.769 -3.899
C 2.358 -2.257 -1.965
C 0.110 0.168 -0.918
C 0.858 1.423 -1.132
C 1.874 1.801 -0.232
C 2.537 3.014 -0.379
C 2.270 3.823 -1.489
C 1.312 3.429 -2.430
C 0.600 2.246 -2.252
C -0.905 -0.155 -0.056
C -1.595 0.743 0.915
H -2.667 -3.640 1.858
H -0.993 -3.675 1.270
H -1.572 -2.292 2.222
H -3.173 -1.737 0.356
H -3.228 -4.118 -0.614
H -2.836 -2.899 -1.840
H -1.538 -3.876 -1.133
H 1.949 -0.293 -2.789
H 1.604 -2.118 -4.580
H 0.149 -2.608 -3.681
H 0.259 -0.983 -4.413
H 3.158 -2.544 -2.656
H 2.811 -1.836 -1.062
H 1.785 -3.152 -1.692
H 2.123 1.110 0.576
H 3.265 3.322 0.372
H 2.812 4.761 -1.616
H 1.112 4.050 -3.304
H -0.170 1.930 -2.960
H -1.449 1.778 0.551
H -2.688 0.559 0.879
```

Properties
Charge: 0
HOMO level (eV): -7.0
Electronic energy (eV): -60779.1319
Orbital gap (eV): 6.116

---

No. 2
The following is a DFT calculation (ωB97M-V/def2-TZVPD) of the molecule C23H21F2N3O3S.

Geometry as XYZ:
```
53
C23H21F2N3O3S | OMol25 | ωB97M-V/def2-TZVPD
O 2.261 2.970 -1.003
C 2.505 2.998 0.179
N 1.786 2.368 1.153
C 0.650 1.571 1.005
C -0.036 1.454 -0.203
C -1.159 0.649 -0.275
C -1.589 -0.043 0.841
S -3.039 -1.098 0.724
O -3.608 -1.188 2.038
O -3.847 -0.597 -0.345
N -2.541 -2.638 0.342
C -1.953 -3.406 1.417
C -0.426 -3.306 1.443
C 0.149 -3.677 0.078
C -0.492 -2.815 -1.009
C -2.014 -3.003 -0.966
C -2.777 -2.325 -2.074
C -2.229 -1.389 -2.938
C -3.028 -0.837 -3.928
C -4.343 -1.255 -4.026
N -4.870 -2.168 -3.227
C -4.111 -2.678 -2.282
C -0.934 0.089 2.051
C 0.184 0.895 2.135
C 3.684 3.760 0.724
C 3.944 5.060 0.293
F 3.069 5.664 -0.517
C 5.059 5.768 0.707
C 5.963 5.166 1.563
C 5.747 3.874 2.013
C 4.617 3.200 1.591
F 4.416 1.942 2.041
H 2.133 2.424 2.100
H 0.309 1.992 -1.070
H -1.728 0.562 -1.186
H -2.250 -4.453 1.285
H -2.393 -3.034 2.341
H -0.128 -2.286 1.693
H -0.036 -3.973 2.214
H 1.232 -3.538 0.077
H -0.055 -4.731 -0.129
H -0.117 -3.112 -1.990
H -0.238 -1.768 -0.837
H -2.213 -4.084 -1.063
H -1.195 -1.088 -2.855
H -2.630 -0.098 -4.608
H -5.006 -0.854 -4.781
H -4.583 -3.413 -1.642
H -1.323 -0.424 2.916
H 0.702 1.005 3.077
H 5.205 6.774 0.349
H 6.840 5.704 1.884
H 6.437 3.384 2.679
```

Properties
Charge: 0
HOMO level (eV): -9.0
Electronic energy (eV): -51075.0236
Energy above the lowest of the compared OMol25 structures with the same formula, charge and spin (eV): 0.021
Orbital gap (eV): 9.059

---

No. 3
The following is a DFT calculation (ωB97M-V/def2-TZVPD) of the molecule C23H21FO4S.

Geometry as XYZ:
```
50
C23H21FO4S | OMol25 | ωB97M-V/def2-TZVPD
C -4.373 0.555 2.051
C -4.005 0.366 0.610
O -2.559 0.255 0.551
C -2.129 -0.232 -0.640
O -2.883 -0.691 -1.477
C -0.608 -0.164 -0.715
C -0.006 -1.383 -0.012
C -0.608 -1.501 1.400
C -1.396 -2.586 1.803
C -2.052 -2.573 3.040
C -1.884 -1.489 3.912
C -1.025 -0.445 3.551
C -0.390 -0.462 2.308
C 1.544 -1.427 0.005
C 2.256 -1.986 -1.075
C 3.616 -1.738 -1.296
C 4.279 -0.935 -0.367
F 5.489 -0.370 -0.714
C 3.694 -0.577 0.846
C 2.351 -0.945 1.050
S -0.185 0.025 -2.561
O 0.642 -1.079 -3.003
O -1.282 0.435 -3.395
C 0.834 1.517 -2.471
C 0.291 2.731 -2.888
C 1.116 3.854 -2.968
C 2.459 3.765 -2.578
C 2.974 2.551 -2.096
C 2.149 1.428 -2.028
H -5.448 0.716 2.135
H -4.113 -0.327 2.639
H -3.875 1.423 2.494
H -4.456 -0.539 0.177
H -4.277 1.247 0.005
H -0.260 0.818 -0.341
H -0.371 -2.222 -0.663
H -1.521 -3.428 1.114
H -2.690 -3.413 3.336
H -2.398 -1.474 4.879
H -0.852 0.393 4.234
H 0.277 0.355 2.022
H 1.738 -2.651 -1.759
H 4.132 -2.104 -2.187
H 4.264 -0.019 1.590
H 1.958 -0.845 2.056
H -0.758 2.788 -3.163
H 0.704 4.789 -3.345
H 3.105 4.646 -2.640
H 4.015 2.471 -1.783
H 2.519 0.478 -1.644
```

Properties
Charge: 0
HOMO level (eV): -9.2
Electronic energy (eV): -45933.2427
Energy above the lowest of the compared OMol25 structures with the same formula, charge and spin (eV): 0.000
Orbital gap (eV): 9.750

---

No. 4
The following is a DFT calculation (ωB97M-V/def2-TZVPD) of a structure of composition C23H21I2N3O2Pd.

Geometry as XYZ:
```
52
C23H21I2N3O2Pd | OMol25 | ωB97M-V/def2-TZVPD
Pd -0.026 0.513 0.134
C 2.763 -2.383 0.567
C 3.426 -1.493 -0.448
C 4.404 -2.016 -1.285
C 5.022 -1.224 -2.239
C 4.636 0.099 -2.372
C 3.651 0.653 -1.560
C 3.196 2.064 -1.793
C 3.063 -0.142 -0.570
N 2.088 0.376 0.331
C 2.485 0.379 1.618
O 3.632 0.336 2.070
C 1.335 0.327 2.602
C 1.440 0.464 3.974
C 0.283 0.357 4.735
C -0.946 0.142 4.121
C -0.975 0.024 2.744
N 0.156 0.067 2.049
C -2.227 -0.090 1.898
O -3.294 -0.384 2.441
N -1.982 0.162 0.604
C -3.048 -0.015 -0.320
C -3.068 -1.158 -1.120
C -1.991 -2.196 -0.995
C -4.098 -1.306 -2.042
C -5.079 -0.337 -2.175
C -5.037 0.796 -1.378
C -4.024 0.972 -0.444
C -3.935 2.218 0.388
H 2.901 -3.432 0.300
H 1.692 -2.177 0.627
H 3.186 -2.223 1.562
H 4.676 -3.062 -1.184
H 5.788 -1.638 -2.884
H 5.096 0.724 -3.129
H 3.910 2.605 -2.415
H 3.034 2.607 -0.863
H 2.244 2.015 -2.325
H 2.414 0.655 4.402
H 0.334 0.465 5.812
H -1.878 0.085 4.666
H -1.008 -1.756 -1.184
H -2.151 -3.002 -1.712
H -1.966 -2.623 0.011
H -4.114 -2.186 -2.676
H -5.862 -0.453 -2.914
H -5.783 1.573 -1.498
H -4.774 2.882 0.177
H -3.008 2.748 0.155
H -3.937 1.976 1.452
I -0.554 1.778 -2.096
I -2.094 5.235 -5.814
```

Properties
Charge: -2
HOMO level (eV): -1.4
Electronic energy (eV): -52444.4895
Energy above the lowest of the compared OMol25 structures with the same formula, charge and spin (eV): 0.104
Orbital gap (eV): 5.432

---

No. 5
The following is a DFT calculation (ωB97M-V/def2-TZVPD) of the molecule C23H21N3O2.

Geometry as XYZ:
```
49
C23H21N3O2 | OMol25 | ωB97M-V/def2-TZVPD
C 6.652 -2.088 -0.392
O 5.566 -2.624 0.400
C 4.374 -1.969 0.373
C 3.274 -2.624 0.973
C 2.011 -2.078 0.877
C 1.818 -0.798 0.308
C 0.470 -0.217 0.177
C -0.590 -1.060 -0.012
C -2.019 -0.635 -0.174
C -3.139 -1.632 0.103
C -4.445 -1.153 0.268
C -5.514 -2.052 0.337
C -5.278 -3.428 0.220
C -3.967 -3.904 0.127
C -2.893 -3.002 0.073
C 0.368 1.266 0.209
C 1.128 2.007 1.146
C 1.005 3.377 1.247
C 0.099 4.068 0.404
O -0.010 5.411 0.586
C -0.917 6.125 -0.285
C -0.622 3.352 -0.581
C -0.408 1.989 -0.707
C 2.935 -0.135 -0.246
C 4.195 -0.706 -0.243
H 7.483 -2.763 -0.186
H 6.399 -2.105 -1.463
H 6.902 -1.062 -0.081
H 3.452 -3.572 1.471
H 1.154 -2.620 1.273
H -0.374 -2.122 -0.144
H -2.113 0.208 0.547
H -4.639 -0.083 0.389
H -6.529 -1.659 0.422
H -6.114 -4.125 0.216
H -3.767 -4.975 0.056
H -1.871 -3.365 -0.042
H 1.803 1.472 1.816
H 1.578 3.938 1.982
H -0.820 7.163 0.034
H -0.622 6.020 -1.340
H -1.952 5.777 -0.154
H -1.324 3.864 -1.246
H -0.857 1.467 -1.549
H 2.810 0.832 -0.735
H 5.029 -0.195 -0.728
N -2.146 -0.209 -1.525
N -3.308 0.117 -1.850
N -4.267 0.508 -2.352
```

Properties
Charge: 0
HOMO level (eV): -7.8
Electronic energy (eV): -32753.6734
Energy above the lowest of the compared OMol25 structures with the same formula, charge and spin (eV): 3.935
Orbital gap (eV): 8.474